Computed, not measured: C16H13AsCuF30O6Pt as an isolated structure at a distorted geometry, with ωB97M-V/def2-TZVPD.

Cartesian coordinates (Å):
Pt  -2.12  1.11  -0.97
Cu  0.08  -0.51  -4.27
As  -1.64  2.92  -4.48
F  -2.41  4.35  -3.93
F  -1.58  3.48  -6.10
F  -0.91  1.36  -4.87
F  -1.80  2.27  -2.75
F  -3.21  2.19  -4.72
F  -0.05  3.51  -4.11
O  1.30  -0.82  -0.86
C  0.09  -0.33  -0.92
O  -0.47  -0.08  -2.01
O  -0.59  -0.06  0.12
H  1.53  -0.86  0.09
C  2.92  -2.88  -3.03
C  1.65  -3.72  -3.07
C  1.75  -4.90  -2.10
F  2.91  -5.58  -2.29
F  1.72  -4.50  -0.79
F  0.55  -2.99  -2.74
F  1.44  -4.20  -4.31
O  2.78  -1.69  -3.81
C  3.68  -0.66  -3.53
C  5.10  -0.91  -4.05
F  5.87  0.17  -3.78
F  5.65  -1.99  -3.46
F  3.15  0.41  -4.12
F  3.73  -0.44  -2.20
H  3.79  -3.44  -3.39
H  3.11  -2.61  -1.99
H  0.91  -5.59  -2.24
H  5.12  -1.05  -5.14
C  -6.06  -0.39  1.88
C  -4.81  -0.85  2.61
C  -3.54  -0.94  1.79
F  -3.60  -1.96  0.91
F  -3.31  0.22  1.07
F  -4.59  -0.04  3.68
F  -5.08  -2.09  3.10
O  -5.88  0.87  1.28
C  -7.04  1.62  1.19
C  -6.72  2.89  0.38
F  -6.24  2.64  -0.86
F  -7.81  3.69  0.23
F  -8.04  0.93  0.64
F  -7.39  1.99  2.44
H  -6.86  -0.45  2.63
H  -6.27  -1.14  1.12
H  -2.66  -1.11  2.42
H  -6.00  3.47  0.97
C  3.43  2.09  3.27
C  4.51  2.56  4.25
C  5.30  1.36  4.80
F  5.80  0.64  3.78
F  6.28  1.79  5.63
F  5.32  3.41  3.60
F  3.87  3.22  5.23
O  2.72  0.96  3.82
C  1.95  0.27  2.95
C  1.09  -0.69  3.77
F  0.45  -1.60  3.00
F  1.86  -1.35  4.66
F  1.12  1.12  2.29
F  2.66  -0.44  2.05
H  3.83  1.91  2.27
H  2.70  2.89  3.20
H  4.64  0.70  5.38
H  0.35  -0.18  4.39

Properties
highest occupied orbital energy (spin up / spin down) = -14.12 / -14.12 eV
lowest unoccupied orbital energy (spin up / spin down) = -5.48 / -7.06 eV
net charge = +1
relative energy (zero: lowest compared OMol25 entry of this formula, charge and spin) = 0.0 kcal/mol
spin multiplicity = 3
electronic energy = -219330.5777 eV


Computed, not measured: C16H13AsIO7RhS as an isolated structure, with ωB97M-V/def2-TZVPD.

Cartesian coordinates (Å):
Rh  0.32  -0.63  -0.15
O  -0.48  -0.03  4.28
As  0.13  -0.88  2.87
O  -0.85  -2.17  2.57
O  0.05  0.28  1.62
C  1.99  -0.99  3.40
C  2.28  -0.80  4.74
C  3.60  -0.75  5.17
C  4.64  -0.89  4.26
C  4.36  -1.08  2.92
C  3.04  -1.13  2.49
S  2.75  -1.49  0.78
O  2.36  -0.22  0.07
O  3.94  -2.09  0.26
O  1.52  -2.30  0.82
H  -1.38  -0.33  4.44
H  1.48  -0.67  5.45
H  3.81  -0.61  6.22
H  5.67  -0.85  4.60
H  5.15  -1.22  2.19
I  0.67  -1.84  -2.43
C  -0.11  -0.16  -3.41
C  -0.24  -0.16  -4.76
C  -0.75  0.98  -5.40
C  -1.11  2.07  -4.66
C  -0.98  2.08  -3.25
C  -1.35  3.21  -2.48
C  -1.21  3.20  -1.13
C  -0.70  2.06  -0.46
C  -0.34  0.94  -1.16
C  -0.47  0.93  -2.58
H  0.05  -1.03  -5.35
H  -0.86  0.99  -6.48
H  -1.50  2.96  -5.14
H  -1.74  4.08  -3.00
H  -1.48  4.07  -0.55
H  -0.59  2.08  0.61
O  -1.64  -1.25  0.14
H  -1.99  -0.48  0.62
H  -1.48  -1.88  0.89

Properties
highest occupied orbital energy = -8.35 eV
lowest unoccupied orbital energy = -0.46 eV
net charge = 0
relative energy (zero: lowest compared OMol25 entry of this formula, charge and spin) = 0.0 kcal/mol
electronic energy = -113918.2181 eV


Computed, not measured: one molecule with the formula C16H13Cl2N3O2 at a distorted geometry, with ωB97M-V/def2-TZVPD.

Cartesian coordinates (Å):
Cl  -2.26  -3.67  -0.23
C  -0.93  -2.69  0.25
C  0.34  -2.94  -0.25
C  1.40  -2.14  0.11
C  1.21  -1.06  0.97
O  2.16  -0.17  1.36
C  3.48  -0.23  0.85
C  3.62  0.23  -0.61
C  2.78  1.49  -0.90
C  1.35  1.13  -1.07
N  0.32  1.65  -0.48
C  -0.72  0.91  -0.97
C  -2.09  1.09  -0.53
C  -2.41  2.08  0.39
C  -3.72  2.18  0.82
C  -4.65  1.28  0.32
N  -4.35  0.33  -0.55
C  -3.11  0.23  -0.97
N  -0.34  0.00  -1.83
O  1.01  0.14  -1.91
C  -0.07  -0.84  1.49
Cl  -0.32  0.48  2.57
C  -1.14  -1.64  1.13
H  0.49  -3.76  -0.93
H  2.37  -2.35  -0.29
H  4.03  0.45  1.50
H  3.89  -1.24  0.96
H  3.32  -0.55  -1.30
H  4.67  0.45  -0.78
H  3.13  1.95  -1.82
H  2.86  2.21  -0.08
H  -1.64  2.75  0.74
H  -4.01  2.94  1.54
H  -5.68  1.32  0.63
H  -2.89  -0.55  -1.67
H  -2.12  -1.44  1.53

Properties
highest occupied orbital energy = -8.59 eV
lowest unoccupied orbital energy = 0.51 eV
net charge = 0
relative energy (zero: lowest compared OMol25 entry of this formula, charge and spin) = 0.0 kcal/mol
electronic energy = -50412.4923 eV